# C24H17MnN2O4S

C24H17MnN2O4S as an isolated structure (wB97M-V/def2-TZVPD, OMol25).

The geometry in ORCA input format:
```
! wB97M-V def2-TZVPD RIJCOSX def2/J DEFGRID3
* xyz 0 5
Mn 0.765 0.268 -0.883
C 3.975 0.270 -0.314
O 2.693 0.488 0.296
C 2.472 -0.039 1.546
C 3.462 -0.531 2.375
C 3.109 -1.016 3.629
C 1.788 -1.007 4.049
C 0.798 -0.514 3.213
C 1.140 -0.036 1.961
N 0.205 0.472 1.015
N -0.868 0.943 1.495
C -1.752 1.601 0.719
C -1.423 2.106 -0.571
O -0.337 1.828 -1.195
C -2.329 3.032 -1.188
C -3.494 3.365 -0.594
C -3.878 2.845 0.686
C -5.099 3.207 1.279
C -5.449 2.718 2.512
C -4.576 1.848 3.180
C -3.380 1.478 2.614
C -3.003 1.973 1.355
H 4.741 0.815 0.236
H 3.895 0.646 -1.329
H 4.200 -0.797 -0.333
H 4.495 -0.542 2.060
H 3.881 -1.406 4.279
H 1.525 -1.394 5.024
H -0.241 -0.505 3.511
H -2.042 3.426 -2.153
H -4.173 4.049 -1.091
H -5.759 3.881 0.745
H -6.390 2.998 2.966
H -4.850 1.459 4.152
H -2.717 0.800 3.132
O 3.369 -0.390 -3.684
C 2.307 -0.655 -3.168
O 1.627 0.253 -2.487
C 1.674 -2.003 -3.325
C 1.933 -2.668 -4.522
C 1.382 -3.908 -4.785
C 0.573 -4.506 -3.829
C 0.326 -3.867 -2.627
C 0.871 -2.610 -2.358
S 0.548 -1.973 -0.733
H 2.579 -2.181 -5.241
H 1.582 -4.405 -5.725
H 0.133 -5.477 -4.016
H -0.294 -4.339 -1.876
*
```

Its LUMO energy (spin up / spin down) is -1.182 / -1.338 eV. The calculation puts the total energy at -78491.1032 eV. Its largest force on an atom is 0.11 eV/Å.